# 1
ORCA calculation (ωB97M-V/def2-TZVPD) on a molecular structure, C23H20F2FeN3O3S2Te.

Geometry as XYZ:
```
55
Properties=species:S:1:pos:R:3:forces:R:3
Fe 9.719 15.910 8.560 -0.7 0.0 -1.0
F 6.995 20.653 8.182 0.0 -0.7 0.0
C 6.885 19.288 8.258 0.2 0.5 -0.2
C 8.046 18.510 8.189 -0.4 0.6 0.1
C 7.967 17.142 8.288 0.0 -0.8 0.1
C 6.687 16.528 8.374 -0.2 1.2 0.1
C 5.567 17.365 8.450 -0.8 -0.2 0.0
F 4.286 16.839 8.600 1.0 0.3 -0.1
C 5.611 18.755 8.400 0.7 -0.3 0.0
C 6.647 15.072 8.388 1.3 -0.9 0.1
C 5.489 14.287 8.353 0.5 -0.5 0.0
C 5.613 12.886 8.366 0.3 0.7 0.0
C 6.885 12.318 8.425 -0.1 0.8 0.1
C 7.996 13.168 8.453 -0.5 0.5 0.0
N 7.920 14.516 8.429 -1.4 -1.4 0.2
H 9.031 18.941 8.077 -0.4 0.5 0.0
H 4.717 19.371 8.479 0.3 -0.2 -0.1
H 4.530 14.795 8.321 0.2 -0.4 0.0
H 4.718 12.271 8.332 0.2 0.0 0.0
H 7.037 11.255 8.479 0.0 -0.2 -0.1
H 8.991 12.740 8.505 0.0 0.1 0.0
O 12.922 15.416 7.814 -2.0 2.0 -1.7
N 12.364 16.165 6.959 0.2 -0.9 0.9
O 11.073 16.329 7.013 1.4 -0.8 1.1
C 10.442 21.991 7.931 0.3 -0.3 -0.2
O 10.454 20.583 8.262 1.7 -0.3 1.1
C 11.520 20.134 9.030 -2.2 1.4 -1.6
S 12.772 21.103 9.491 0.2 -0.5 0.3
S 11.485 18.545 9.506 0.5 0.1 0.3
H 9.558 22.137 7.310 0.1 -0.1 0.2
H 11.343 22.237 7.365 -0.1 0.0 0.0
H 10.412 22.592 8.840 -0.1 0.0 -0.1
C 9.846 16.136 13.255 0.0 -0.1 -0.2
C 9.943 16.048 11.786 -0.1 -0.2 -1.9
N 9.988 15.973 10.624 -0.1 0.2 2.9
H 9.423 17.098 13.543 0.0 0.0 -0.1
H 10.834 16.051 13.707 0.0 0.0 -0.2
H 9.214 15.336 13.659 0.1 0.1 -0.3
C 11.519 12.845 6.891 0.0 1.2 0.8
Te 11.781 13.403 8.996 -0.1 -1.3 -0.4
C 11.291 11.237 9.294 -0.2 1.8 0.9
C 11.512 10.575 7.995 0.2 -0.1 -1.7
C 11.689 9.179 7.907 -0.1 0.7 -0.4
C 11.908 8.582 6.674 0.0 0.3 -0.6
C 11.947 9.359 5.495 0.0 -0.4 0.9
C 11.801 10.735 5.568 -0.2 0.1 0.5
C 11.593 11.370 6.801 0.0 -1.6 0.9
H 12.331 13.361 6.388 0.0 -0.1 -0.2
H 10.571 13.298 6.575 0.2 -0.3 -0.1
H 10.271 11.243 9.693 0.1 -0.5 -0.2
H 11.970 10.918 10.082 0.0 -0.3 0.0
H 11.642 8.567 8.802 0.0 0.1 0.0
H 12.052 7.506 6.628 0.0 0.1 -0.1
H 12.109 8.881 4.541 0.0 0.0 -0.1
H 11.846 11.344 4.672 0.0 -0.1 0.0
```
Positions in Å, forces in eV/Å.

Calculated values
* <S²>: 8.772
* HOMO level (alpha / beta): -7.8 / -7.9 eV
* molecular weight: 672.0 g mol⁻¹
* multiplicity: 6
* energy relative to the best compared isomer or geometry (same formula, charge and spin): 0.00 kcal/mol
* charge: 0
* frontier orbital gap (alpha / beta): 7.724 / 5.101 eV
* E_LUMO (alpha / beta): 0.0 / -2.8 eV


# 2
ORCA calculation (ωB97M-V/def2-TZVPD) on a molecular structure, C44H48BaN3P2Si2.

Geometry as XYZ:
```
100
Properties=species:S:1:pos:R:3:forces:R:3
Ba 0.428 0.040 1.313 -0.2 -0.5 0.0
C -0.903 -4.340 -0.892 0.0 0.0 0.0
Si -1.705 -2.897 0.030 0.0 0.0 0.0
C -1.238 -3.187 1.831 0.1 0.0 0.1
C -3.561 -3.110 -0.177 0.0 0.0 0.0
N -1.093 -1.392 -0.429 -0.1 0.0 -0.1
P -1.575 -0.083 -1.233 0.0 0.0 0.2
C -0.676 1.293 -0.919 0.1 0.2 -0.2
P 0.876 1.503 -1.507 -0.3 -0.1 -0.6
N 2.035 0.613 -0.858 0.2 0.1 -0.1
Si 3.463 0.610 -0.004 0.2 0.0 -0.1
C 5.009 1.299 -0.837 -0.1 0.0 0.0
C 3.283 1.537 1.648 0.4 0.1 0.1
C 3.862 -1.177 0.468 0.1 0.0 0.1
C 1.333 3.272 -1.364 0.0 0.1 0.0
C 2.577 3.715 -1.813 0.0 0.1 0.1
C 2.925 5.052 -1.714 0.0 0.0 0.0
C 2.027 5.966 -1.172 0.0 0.0 0.0
C 0.779 5.539 -0.750 -0.1 0.0 0.1
C 0.431 4.195 -0.851 0.0 -0.1 0.0
C 1.026 1.305 -3.334 0.0 0.1 0.1
C 1.398 0.081 -3.877 0.0 -0.1 0.0
C 1.426 -0.109 -5.254 0.0 0.0 0.1
C 1.109 0.938 -6.108 0.0 0.0 0.0
C 0.751 2.171 -5.577 0.0 0.0 0.0
C 0.699 2.346 -4.203 0.0 0.0 0.0
C -1.796 -0.473 -3.010 0.0 0.0 0.0
C -2.104 0.545 -3.911 0.0 0.0 0.0
C -2.274 0.267 -5.258 0.0 0.0 0.0
C -2.138 -1.037 -5.723 0.0 0.0 0.0
C -1.820 -2.053 -4.837 0.0 0.0 0.0
C -1.646 -1.767 -3.487 0.0 0.0 0.0
C -3.311 0.231 -0.699 0.1 0.0 0.1
C -3.502 0.465 0.666 0.0 0.0 0.0
C -4.768 0.657 1.191 0.0 0.0 0.0
C -5.880 0.621 0.356 0.0 0.0 0.0
C -5.706 0.388 -0.998 0.0 0.0 0.0
C -4.430 0.191 -1.520 0.0 0.0 -0.1
H -1.104 -5.274 -0.357 0.0 0.0 0.0
H 0.181 -4.204 -0.934 0.0 0.0 0.0
H -1.267 -4.468 -1.914 0.0 0.0 0.0
H -1.660 -4.117 2.223 0.0 0.0 0.0
H -1.550 -2.373 2.493 0.0 0.0 0.0
H -0.148 -3.281 1.924 0.0 0.0 0.0
H -3.848 -4.133 0.084 0.0 0.0 0.0
H -3.857 -2.931 -1.214 0.0 0.0 0.0
H -4.131 -2.421 0.451 0.0 0.0 0.0
H 5.017 2.390 -0.808 0.0 0.0 0.0
H 5.065 0.990 -1.884 0.0 0.0 0.0
H 5.909 0.943 -0.328 0.0 0.0 0.0
H 2.648 2.428 1.599 -0.1 -0.1 0.0
H 4.275 1.891 1.951 0.0 0.0 0.0
H 2.955 0.910 2.485 -0.1 0.0 0.0
H 3.856 -1.818 -0.416 0.0 0.0 0.0
H 3.142 -1.603 1.176 0.0 0.0 0.0
H 4.845 -1.254 0.943 0.0 0.0 0.0
H 3.267 3.010 -2.259 0.0 -0.1 0.0
H 3.894 5.388 -2.065 0.0 0.0 0.0
H 2.299 7.012 -1.096 0.0 0.0 0.0
H 0.073 6.256 -0.344 0.0 0.0 0.0
H -0.542 3.818 -0.553 0.0 0.1 0.0
H 1.655 -0.732 -3.208 0.0 0.0 0.0
H 1.697 -1.077 -5.657 0.0 0.0 0.0
H 1.137 0.793 -7.181 0.0 0.0 0.0
H 0.501 2.995 -6.235 0.0 0.0 0.0
H 0.400 3.307 -3.798 0.0 0.0 0.0
H -2.187 1.562 -3.544 0.0 0.0 0.0
H -2.499 1.069 -5.950 0.0 0.0 0.0
H -2.266 -1.253 -6.777 0.0 0.0 0.0
H -1.694 -3.069 -5.193 0.0 0.0 0.0
H -1.369 -2.554 -2.797 0.0 0.0 0.0
H -2.655 0.481 1.345 0.0 0.0 0.0
H -4.884 0.826 2.255 0.0 0.0 0.0
H -6.873 0.769 0.762 0.0 0.0 0.0
H -6.564 0.349 -1.658 0.0 0.0 0.0
H -4.321 -0.008 -2.579 0.0 0.0 0.0
N -0.802 -0.022 3.561 -0.3 0.0 0.3
C -0.646 0.788 4.501 0.1 -0.1 0.2
C 0.040 2.119 4.256 0.0 0.1 0.0
C -0.332 2.887 3.153 0.0 0.0 -0.1
C 0.385 4.023 2.801 0.0 0.0 0.0
C 1.505 4.399 3.530 0.0 0.0 0.1
C 1.880 3.646 4.636 0.0 0.0 0.0
C 1.141 2.530 5.006 0.1 0.0 0.0
C -1.032 0.495 5.942 0.0 0.1 -0.1
C -1.230 -0.826 6.330 -0.1 -0.1 0.0
C -1.626 -1.137 7.621 0.0 0.0 0.0
C -1.842 -0.125 8.550 0.0 0.0 0.0
C -1.654 1.197 8.173 0.0 0.0 0.0
C -1.245 1.501 6.880 0.0 0.0 0.0
H -1.194 2.591 2.562 0.0 0.0 0.0
H 0.067 4.605 1.950 0.0 0.1 -0.1
H 2.084 5.264 3.233 0.0 0.0 0.0
H 2.754 3.927 5.211 0.0 0.0 0.0
H 1.436 1.954 5.877 0.0 0.0 0.0
H -1.087 -1.601 5.587 0.0 0.0 0.0
H -1.771 -2.173 7.903 0.0 0.0 0.0
H -2.156 -0.364 9.559 0.0 0.0 0.0
H -1.826 1.995 8.884 0.0 0.0 0.0
H -1.094 2.536 6.593 0.0 0.0 0.0
```
Positions in Å, forces in eV/Å.

Calculated values
* HOMO level: -4.4 eV
* molecular weight: 874.3 g mol⁻¹
* charge: -1
* frontier orbital gap: 6.574 eV
* E_LUMO: 2.2 eV


# 3
ORCA calculation (ωB97M-V/def2-TZVPD) on a molecular structure, C38H47N5O2SSeSiTa.

Geometry as XYZ:
```
96
Properties=species:S:1:pos:R:3:forces:R:3
Ta 0.014 0.186 -0.354 0.6 -0.2 0.2
C 0.687 1.027 2.929 0.1 0.0 0.1
N -0.104 -0.020 2.282 -0.1 -0.1 -0.1
C 0.411 -1.318 2.734 0.0 0.0 0.0
C 1.674 -1.646 2.009 0.0 0.0 -0.1
C 2.585 -2.543 2.543 0.0 0.0 0.0
C 3.677 -2.928 1.788 0.0 0.0 0.0
C 3.829 -2.372 0.525 0.0 0.0 0.0
C 2.899 -1.456 0.086 0.0 0.0 0.1
N 1.824 -1.086 0.803 0.1 0.0 0.0
C -1.528 0.074 2.601 0.0 0.0 0.1
C -2.248 -0.935 1.759 0.0 0.0 -0.1
C -3.420 -1.522 2.194 0.0 0.0 0.0
C -4.079 -2.422 1.372 0.0 0.0 0.0
C -3.526 -2.712 0.135 0.0 0.0 0.0
C -2.344 -2.098 -0.224 0.0 0.0 0.1
N -1.696 -1.225 0.565 0.0 -0.1 -0.1
C 0.586 2.317 2.198 0.0 0.1 0.0
C 0.611 3.526 2.882 0.0 0.0 0.0
C 0.604 4.710 2.173 0.0 0.0 0.0
C 0.566 4.644 0.785 0.0 0.0 -0.1
C 0.498 3.407 0.185 0.0 0.1 0.1
N 0.514 2.246 0.867 0.1 -0.1 -0.1
H 0.398 1.149 3.979 0.0 0.0 0.0
H 1.739 0.723 2.911 0.0 0.0 0.0
H 0.569 -1.325 3.818 0.0 0.0 0.0
H -0.321 -2.097 2.515 0.0 0.0 0.0
H 2.416 -2.945 3.533 0.0 0.0 0.0
H 4.392 -3.642 2.174 0.0 0.0 0.0
H 4.669 -2.621 -0.108 0.0 0.0 0.0
H 3.020 -0.985 -0.875 0.0 0.0 0.0
H -1.722 -0.109 3.664 0.0 0.0 0.0
H -1.885 1.078 2.358 0.0 0.0 0.0
H -3.807 -1.271 3.172 0.0 0.0 0.0
H -4.999 -2.891 1.694 0.0 0.0 0.0
H -3.997 -3.404 -0.548 0.0 0.0 0.0
H -1.906 -2.306 -1.184 0.0 0.0 -0.1
H 0.637 3.522 3.964 0.0 0.0 0.0
H 0.622 5.663 2.684 0.0 0.0 0.0
H 0.548 5.537 0.177 0.0 0.0 0.0
H 0.375 3.338 -0.886 0.0 0.0 0.0
N 0.714 -3.276 -2.737 0.0 -0.1 0.0
C 0.508 -2.039 -2.353 -0.1 0.0 0.1
O 0.293 -1.779 -1.131 0.1 -0.1 -0.1
C 0.521 -0.879 -3.280 0.0 0.0 -0.1
C -0.299 0.208 -2.589 -0.1 0.0 0.0
H 0.716 -4.029 -2.061 0.0 0.0 0.0
H 0.851 -3.506 -3.711 0.0 0.0 0.0
H 0.158 -1.155 -4.272 0.0 0.0 0.0
H 1.575 -0.612 -3.387 -0.1 0.0 0.0
H -1.348 0.019 -2.821 0.0 0.0 0.1
H -0.085 1.196 -3.006 0.0 0.0 0.0
C -2.405 3.422 -3.251 0.1 0.0 0.0
Si -3.408 2.952 -1.773 0.0 0.0 -0.2
C -3.703 4.317 -0.573 0.0 0.0 0.1
C -4.876 1.901 -2.137 0.0 -0.1 0.0
Se -1.966 1.495 -0.511 -0.6 0.4 0.3
H -2.989 4.102 -3.876 0.0 0.0 0.0
H -2.152 2.550 -3.855 0.0 0.0 0.0
H -1.488 3.941 -2.965 0.0 0.0 0.0
H -4.403 5.030 -1.017 0.0 0.0 0.0
H -2.782 4.852 -0.336 0.0 0.0 0.0
H -4.146 3.948 0.353 0.0 0.0 0.0
H -5.628 2.511 -2.645 0.0 0.0 0.0
H -5.325 1.510 -1.223 0.0 0.0 0.0
H -4.621 1.067 -2.792 0.0 0.0 0.0
O 1.850 0.880 -1.095 0.1 -0.1 -0.1
S 2.401 2.089 -1.916 0.0 0.0 0.0
C 3.708 2.865 -0.884 0.0 0.0 0.0
C 4.050 2.203 0.419 0.0 0.0 0.0
C 3.698 2.841 1.603 0.0 0.0 0.0
C 4.099 2.325 2.827 0.0 0.0 0.0
C 4.857 1.163 2.873 0.0 0.0 0.0
C 5.219 0.528 1.691 0.0 0.0 0.0
C 4.821 1.045 0.467 0.0 0.0 0.0
C 3.389 1.463 -3.309 -0.1 0.0 0.0
C 4.571 0.594 -3.024 0.0 -0.1 0.0
C 4.428 -0.788 -2.918 0.1 0.0 0.0
C 5.528 -1.591 -2.654 0.0 0.0 0.0
C 6.783 -1.017 -2.493 0.0 0.0 0.0
C 6.939 0.356 -2.626 0.0 0.0 0.0
C 5.839 1.156 -2.898 0.0 0.0 0.0
H 3.324 3.872 -0.721 0.0 0.0 0.0
H 4.578 2.923 -1.538 -0.1 0.0 0.0
H 3.145 3.772 1.564 0.0 0.0 0.0
H 3.852 2.849 3.741 0.0 0.0 0.0
H 5.197 0.774 3.823 0.0 0.0 0.0
H 5.844 -0.355 1.724 0.0 0.0 0.0
H 5.143 0.566 -0.452 0.0 0.0 0.1
H 3.676 2.416 -3.768 0.0 0.0 0.0
H 2.661 1.009 -3.983 0.0 0.0 0.0
H 3.462 -1.251 -3.088 0.0 0.0 0.0
H 5.416 -2.666 -2.609 0.0 0.0 0.0
H 7.643 -1.642 -2.298 0.0 0.0 0.0
H 7.920 0.802 -2.540 0.0 0.0 0.0
H 5.980 2.221 -3.047 0.0 0.0 0.0
```
Positions in Å, forces in eV/Å.

Calculated values
* HOMO level: -16.1 eV
* molecular weight: 925.9 g mol⁻¹
* energy relative to the best compared isomer or geometry (same formula, charge and spin): 16.94 kcal/mol
* charge: +3
* frontier orbital gap: 7.449 eV
* E_LUMO: -8.6 eV


charge of number 1 (C23H20F2FeN3O3S2Te)? 0